Entry 1:
{"formula": "C5H7NO3", "method": "ωB97M-V/def2-TZVPD", "species": ["C", "C", "C", "C", "C", "H", "H", "H", "H", "H", "H", "H", "N", "O", "O", "O"], "coordinates": [[2.093, 0.290, -0.087], [1.015, -0.072, 0.863], [0.140, -1.039, -0.094], [-2.357, -0.160, 0.161], [-1.739, 1.172, -0.522], [2.908, -0.340, -0.511], [1.846, 0.911, -0.836], [2.635, 1.241, 0.413], [1.487, -0.482, 1.632], [0.566, 0.879, 1.049], [-1.450, -2.215, -0.065], [-2.691, 2.178, -0.743], [-1.208, -1.099, 0.151], [0.546, -1.844, -0.922], [-3.502, -0.543, 0.099], [-0.290, 1.121, -0.588]], "forces_ev_per_angstrom": [[5.1, 2.7, 2.3], [-1.0, -0.9, -5.6], [1.5, 0.1, 1.2], [2.9, -2.1, -3.6], [5.5, 1.1, 1.2], [-1.0, -0.3, 1.0], [-1.9, 1.3, -3.3], [-0.2, -2.2, -0.2], [1.2, -2.4, 3.7], [-0.6, -0.2, 1.0], [0.0, 4.1, 0.8], [3.6, -3.0, 0.4], [-4.9, -3.3, 0.5], [0.5, 1.3, 1.3], [1.3, 1.3, 1.0], [-12.0, 2.4, -1.6]], "nbo_charge": [-0.596, -0.480, 0.730, 0.598, 0.313, 0.231, 0.218, 0.182, 0.218, 0.239, 0.443, 0.237, -0.702, -0.574, -0.502, -0.554], "de_lowest_kj_mol": 743.6, "charge": 0, "homo_lumo_gap_ev": 8.06, "lumo_ev": -2.140, "e_tot_ha": -474.965787}


Entry 2:
{"formula": "C5H7NO3", "method": "ωB97M-V/def2-TZVPD", "species": ["C", "C", "C", "C", "N", "H", "H", "H", "H", "H", "C", "O", "O", "O", "H", "H"], "coordinates": [[-1.354, -0.862, 0.833], [-0.623, 0.046, -0.134], [-0.808, -0.091, -1.471], [-0.252, 1.458, 0.586], [-0.886, 2.463, 0.723], [-2.282, -0.380, 1.145], [-1.593, -1.825, 0.379], [-0.762, -1.040, 1.732], [-1.497, -0.824, -1.878], [-0.278, 0.526, -2.185], [1.357, 0.122, 0.240], [2.009, 0.475, -0.879], [1.753, -1.039, 0.729], [1.072, 1.077, 1.146], [2.256, -1.531, 0.061], [1.888, 1.426, -1.027]], "forces_ev_per_angstrom": [[0.0, 0.0, -0.1], [-0.4, 0.1, -0.2], [0.2, 0.1, 0.5], [-0.5, 0.3, -0.3], [0.3, -0.5, -0.1], [0.1, 0.0, 0.0], [0.0, 0.0, 0.0], [0.0, 0.0, 0.0], [0.1, -0.1, 0.0], [0.0, 0.0, 0.0], [0.7, 0.6, 0.4], [-0.4, -0.2, 0.3], [-0.3, 0.3, -0.2], [0.3, -0.7, -0.4], [0.0, 0.0, 0.0], [-0.1, 0.0, 0.1]], "nbo_charge": [-0.637, -0.226, -0.239, 0.315, -0.488, 0.242, 0.209, 0.228, 0.196, 0.194, 1.018, -0.671, -0.619, -0.552, 0.509, 0.522], "de_lowest_kj_mol": 583.7, "charge": 0, "homo_lumo_gap_ev": [6.30, 6.36], "lumo_ev": [-1.368, -1.349], "e_tot_ha": -475.026680}


Entry 3:
{"formula": "C5H7NO3S", "method": "ωB97M-V/def2-TZVPD", "species": ["C", "C", "C", "C", "C", "N", "O", "O", "O", "S", "H", "H", "H", "H", "H", "H", "H"], "coordinates": [[-0.439, -1.821, -0.014], [-1.759, -2.181, 0.063], [-0.032, -0.516, 0.186], [-2.250, 0.415, -0.632], [1.508, 1.219, 0.188], [-1.958, 1.525, 0.130], [-1.907, 2.571, -0.515], [-1.795, 1.493, 1.399], [1.122, -0.019, -0.225], [-3.011, -1.063, -0.005], [0.281, -2.479, -0.493], [-2.179, -3.205, 0.115], [-0.469, 0.040, 0.954], [-2.673, 0.876, -1.541], [2.623, 1.177, 0.089], [1.133, 1.293, 1.320], [0.979, 1.928, -0.353]], "forces_ev_per_angstrom": [[0.4, -1.1, -1.2], [0.0, -0.3, 0.4], [1.0, 0.7, -0.6], [-0.4, -0.6, -0.3], [1.0, 0.1, 4.4], [-0.5, 0.6, 2.3], [0.5, 0.5, 0.4], [0.0, -0.3, -1.9], [-1.5, -4.1, -1.5], [0.0, 1.4, -0.5], [-0.1, -0.3, 0.4], [0.8, 0.5, 0.0], [-1.0, 1.0, 1.2], [0.1, -1.1, 0.2], [-1.1, 0.8, 0.2], [1.3, 0.4, -2.1], [-0.4, 1.8, -1.1]], "nbo_charge": [-0.408, -0.253, 0.344, -0.484, -0.248, 0.437, -0.448, -0.513, -0.454, 0.472, 0.248, 0.247, 0.209, 0.249, 0.209, 0.186, 0.206], "de_lowest_kj_mol": 560.0, "charge": 0, "homo_lumo_gap_ev": 7.41, "lumo_ev": -1.238, "e_tot_ha": -873.151671}


Entry 4:
{"formula": "C5H7NO3S", "method": "ωB97M-V/def2-TZVPD", "species": ["C", "C", "C", "C", "C", "N", "O", "O", "O", "S", "H", "H", "H", "H", "H", "H", "H"], "coordinates": [[-1.642, 0.656, -0.171], [-0.655, 1.839, 0.025], [1.071, -0.615, -1.600], [-1.014, -1.535, 0.534], [0.206, 0.748, 0.662], [-0.887, -0.225, 0.532], [-2.719, 0.584, -0.656], [2.145, -0.843, 0.946], [-0.345, -2.353, 1.151], [1.736, 0.211, -0.393], [-0.366, 2.389, -0.943], [-0.969, 2.625, 0.726], [0.296, -1.336, -1.278], [1.613, -0.752, -2.570], [-1.972, -1.774, -0.121], [0.594, 0.952, 1.702], [2.905, -0.571, 1.454]], "forces_ev_per_angstrom": [[-1.2, 2.9, -0.5], [-0.2, 0.3, -1.4], [-0.1, -0.7, -0.4], [-1.6, -4.4, 0.4], [2.4, -0.1, 0.8], [2.1, 2.6, 0.5], [-0.8, -0.6, -0.5], [-0.5, -0.1, -0.9], [-1.0, 1.3, -1.2], [-0.8, 0.1, 1.5], [0.0, -1.3, 1.4], [-0.2, -0.5, -0.1], [0.6, 0.4, -0.9], [-0.5, 0.2, 1.3], [1.7, -0.1, 1.1], [-0.5, -0.5, -1.2], [0.7, 0.4, 0.0]], "nbo_charge": [0.722, -0.551, -0.948, 0.528, -0.150, -0.503, -0.525, -0.929, -0.527, 1.034, 0.260, 0.248, 0.216, 0.258, 0.146, 0.239, 0.481], "de_lowest_kj_mol": 252.1, "charge": 0, "homo_lumo_gap_ev": 9.39, "lumo_ev": 0.317, "e_tot_ha": -873.268924}


Entry 5:
{"formula": "C5H7NO3S", "method": "ωB97M-V/def2-TZVPD", "species": ["O", "S", "O", "C", "N", "C", "C", "C", "O", "C", "H", "H", "H", "H", "H", "H", "H"], "coordinates": [[-2.009, 0.516, -1.535], [-1.740, 0.365, -0.129], [-2.848, 0.100, 0.756], [-0.701, 1.762, 0.335], [0.635, 1.405, 0.007], [0.889, 0.078, 0.576], [1.775, -1.012, -0.174], [0.437, -1.833, -0.519], [-0.345, -2.087, 0.617], [-0.481, -0.726, 0.293], [-0.918, 2.041, 1.354], [-1.081, 2.512, -0.381], [0.514, 1.377, -0.965], [1.192, 0.110, 1.656], [2.302, -0.728, -0.971], [2.301, -1.620, 0.556], [0.077, -2.260, -1.476]], "forces_ev_per_angstrom": [[0.4, -0.3, -0.2], [-1.7, -0.5, 0.6], [0.0, 0.4, 0.0], [-1.6, 0.9, -0.3], [0.7, -0.2, 1.2], [-0.4, -1.5, 0.5], [-4.8, -1.6, 3.7], [-1.4, 3.2, -0.2], [-0.2, 0.0, 0.6], [4.7, -2.2, -1.8], [0.2, 0.0, 0.4], [0.3, 0.1, 0.6], [1.1, -0.5, -2.0], [-0.5, 0.4, -0.9], [2.1, 1.2, -3.1], [0.6, 0.2, -0.1], [0.5, 0.2, 0.8]], "nbo_charge": [-0.927, 2.141, -0.918, -0.466, -0.587, -0.042, -0.419, 0.118, -0.437, -0.170, 0.229, 0.243, 0.366, 0.207, 0.221, 0.225, 0.217], "smiles": "O=S1(=O)CN[C@@H]2C[C@H]3O[C@@]231", "de_lowest_kj_mol": 371.5, "charge": 0, "homo_lumo_gap_ev": 10.49, "lumo_ev": 0.799, "e_tot_ha": -873.223470}


Entry 6:
{"formula": "C5H7NO4", "method": "ωB97M-V/def2-TZVPD", "species": ["C", "O", "C", "O", "C", "C", "O", "C", "O", "N", "H", "H", "H", "H", "H", "H", "H"], "coordinates": [[-2.811, -0.382, -0.490], [-1.759, 0.347, 0.148], [-0.638, -0.459, 0.162], [-0.515, -1.559, -0.375], [0.467, 0.307, 0.750], [1.112, 1.411, -0.227], [2.180, 0.632, -0.848], [2.586, -0.434, -0.169], [3.499, -1.124, -0.444], [1.706, -0.521, 1.003], [-3.400, -1.187, 0.095], [-3.749, 0.299, -0.365], [-2.668, -0.697, -1.575], [0.172, 0.836, 1.463], [1.615, 2.185, 0.447], [0.572, 1.888, -0.984], [1.630, -1.542, 1.409]], "forces_ev_per_angstrom": [[-4.9, 0.6, 0.0], [0.5, -2.8, -0.5], [0.0, -1.2, -2.0], [-0.9, 2.4, 1.4], [5.0, -3.6, -6.1], [2.8, -2.1, 2.5], [-0.3, 1.6, -1.2], [-2.7, 0.5, 2.7], [0.8, -0.7, -0.2], [-0.2, -1.5, -0.3], [2.4, 0.3, -0.5], [1.8, -0.2, -1.1], [0.2, 0.6, 1.7], [-2.4, 3.9, 6.8], [-0.7, -0.9, -0.9], [-1.2, 0.3, -1.0], [-0.1, 2.9, -1.3]], "nbo_charge": [-0.316, -0.503, 0.763, -0.557, -0.155, -0.040, -0.505, 0.902, -0.571, -0.679, 0.208, 0.198, 0.219, 0.203, 0.193, 0.213, 0.426], "smiles": "COC(=O)[C@@H]1COC(=O)N1", "de_lowest_kj_mol": 103.8, "charge": 0, "homo_lumo_gap_ev": 10.92, "lumo_ev": 0.569, "e_tot_ha": -550.398506}


Entry 7:
{"formula": "C5H7NO6PS", "method": "ωB97M-V/def2-TZVPD", "species": ["C", "C", "O", "P", "O", "O", "S", "O", "O", "C", "C", "C", "N", "O", "H", "H", "H", "H", "H", "H", "H"], "coordinates": [[-0.521, 0.011, 2.371], [-0.563, -1.112, 1.699], [0.602, -1.524, 1.117], [0.458, -2.305, -0.322], [1.791, -2.511, -0.826], [-0.628, -3.332, -0.182], [-0.393, -0.655, -1.504], [-0.302, -0.782, -2.931], [-1.697, -0.341, -0.932], [0.649, 0.855, -0.989], [1.912, 0.499, -1.077], [0.146, 2.151, -0.422], [-1.226, 2.043, -0.258], [0.799, 3.198, -0.440], [-1.440, 0.349, 2.828], [0.372, 0.436, 2.508], [-1.372, -1.693, 1.623], [2.064, -0.334, -1.659], [2.770, 1.100, -0.565], [-1.747, 1.214, -0.428], [-1.671, 2.734, 0.390]], "forces_ev_per_angstrom": [[-3.5, -1.3, 0.3], [2.9, 1.9, 0.6], [-0.1, -0.3, -0.9], [-2.2, -1.9, 1.8], [1.9, -0.3, -0.9], [0.9, 1.3, -0.6], [-0.3, 2.8, 0.7], [0.2, -0.5, -0.5], [-0.7, -1.2, -0.3], [0.1, -1.0, 0.0], [1.5, 3.2, 1.7], [-1.8, -0.2, -1.8], [0.7, 3.9, 2.3], [-0.6, -1.4, 1.0], [0.2, 0.2, 0.2], [3.1, 2.1, 0.5], [-2.9, -2.2, -0.7], [1.3, -2.0, -0.7], [-1.6, -1.1, -1.4], [0.1, -1.1, 0.0], [0.7, -0.7, -1.3]], "nbo_charge": [-0.495, 0.162, -0.796, 2.188, -1.123, -1.113, 1.765, -0.938, -0.997, -0.378, -0.286, 0.642, -0.830, -0.621, 0.191, 0.195, 0.188, 0.224, 0.212, 0.433, 0.377], "smiles": "C=CO[P@@](=O)([O-])S(=O)(=O)C(=C)C(N)=O", "de_lowest_kj_mol": 0.0, "charge": -1, "homo_lumo_gap_ev": 9.51, "lumo_ev": 3.428, "e_tot_ha": -1440.565012}


Entry 8:
{"formula": "C5H7NOS", "method": "ωB97M-V/def2-TZVPD", "species": ["N", "C", "C", "O", "C", "C", "S", "C", "H", "H", "H", "H", "H", "H", "H"], "coordinates": [[-2.468, 1.362, -0.015], [-1.397, 0.861, 0.679], [-0.781, -0.500, 0.471], [-0.670, -1.471, -0.558], [0.763, -1.871, -0.630], [1.730, -0.923, -0.201], [1.568, 0.831, 0.229], [-0.051, 0.769, -0.144], [-3.255, 0.745, 0.313], [-2.497, 1.156, -0.964], [-1.377, 1.278, 1.751], [-0.230, -0.853, 1.278], [0.863, -2.893, -1.094], [2.821, -1.323, -0.235], [-0.354, 0.820, -1.189]], "forces_ev_per_angstrom": [[-3.7, -0.3, 1.6], [2.9, 0.0, 0.6], [2.0, 1.1, -2.3], [0.6, -1.6, 0.2], [-0.5, 3.6, 1.0], [0.8, -3.4, -1.3], [2.0, -1.5, 0.3], [-4.5, 0.4, 1.3], [0.4, 1.3, -0.2], [0.7, -0.2, -2.2], [0.2, -1.2, -1.6], [0.6, -0.4, 1.8], [0.2, 1.5, 0.8], [-2.0, 0.8, 0.0], [0.3, 0.0, 0.0]], "nbo_charge": [-0.801, -0.005, 0.054, -0.516, 0.058, -0.470, 0.373, -0.509, 0.355, 0.360, 0.230, 0.183, 0.230, 0.240, 0.216], "smiles": "N[C@H]1[C@H]2OC=CS[C@H]12", "de_lowest_kj_mol": 470.6, "charge": 0, "homo_lumo_gap_ev": 9.12, "lumo_ev": 0.867, "e_tot_ha": -722.738816}


What did the fourth record say?
{"formula": "C5H7NO3S", "method": "ωB97M-V/def2-TZVPD", "species": ["C", "C", "C", "C", "C", "N", "O", "O", "O", "S", "H", "H", "H", "H", "H", "H", "H"], "coordinates": [[-1.642, 0.656, -0.171], [-0.655, 1.839, 0.025], [1.071, -0.615, -1.600], [-1.014, -1.535, 0.534], [0.206, 0.748, 0.662], [-0.887, -0.225, 0.532], [-2.719, 0.584, -0.656], [2.145, -0.843, 0.946], [-0.345, -2.353, 1.151], [1.736, 0.211, -0.393], [-0.366, 2.389, -0.943], [-0.969, 2.625, 0.726], [0.296, -1.336, -1.278], [1.613, -0.752, -2.570], [-1.972, -1.774, -0.121], [0.594, 0.952, 1.702], [2.905, -0.571, 1.454]], "forces_ev_per_angstrom": [[-1.2, 2.9, -0.5], [-0.2, 0.3, -1.4], [-0.1, -0.7, -0.4], [-1.6, -4.4, 0.4], [2.4, -0.1, 0.8], [2.1, 2.6, 0.5], [-0.8, -0.6, -0.5], [-0.5, -0.1, -0.9], [-1.0, 1.3, -1.2], [-0.8, 0.1, 1.5], [0.0, -1.3, 1.4], [-0.2, -0.5, -0.1], [0.6, 0.4, -0.9], [-0.5, 0.2, 1.3], [1.7, -0.1, 1.1], [-0.5, -0.5, -1.2], [0.7, 0.4, 0.0]], "nbo_charge": [0.722, -0.551, -0.948, 0.528, -0.150, -0.503, -0.525, -0.929, -0.527, 1.034, 0.260, 0.248, 0.216, 0.258, 0.146, 0.239, 0.481], "de_lowest_kj_mol": 252.1, "charge": 0, "homo_lumo_gap_ev": 9.39, "lumo_ev": 0.317, "e_tot_ha": -873.268924}